Model one:
The following is a quantum chemistry calculation of a gas-phase ion, C3H7N4 (charge +1), from OMol25.

Structure (XYZ):
```
14
Properties=species:S:1:pos:R:3:lowdin_charge:R:1
C -0.81 -0.16 -1.18 0.007
N 0.23 0.36 -0.38 -0.090
C 1.05 1.34 -0.88 -0.126
N 1.99 1.70 -0.09 0.037
N 1.90 1.08 1.01 0.091
C 0.49 -0.01 0.91 -0.067
N 0.12 -0.97 1.75 0.194
H -1.03 0.58 -2.02 0.135
H -0.49 -1.05 -1.72 0.113
H -1.60 -0.37 -0.53 0.081
H 0.80 1.72 -1.89 0.157
H 2.70 0.89 1.61 0.144
H 0.40 -0.81 2.72 0.150
H -0.79 -1.47 1.50 0.175
```

Charge: +1
SMILES: Cn1cn[nH]c1=[NH2+]
Multiplicity: 1
Kohn-Sham gap in eV: 9.65
HOMO in Eh: -0.4954



Model two:
The following is a quantum chemistry calculation of a gas-phase ion, C3H7N4 (charge +1), from OMol25.

Structure (XYZ):
```
14
Properties=species:S:1:pos:R:3:lowdin_charge:R:1
C -1.42 0.85 -0.19 0.028
C -0.08 0.22 -0.14 -0.184
N 0.66 -0.21 -1.11 0.141
C 2.08 -0.67 -0.92 -0.097
N 2.74 0.16 0.09 0.044
N 2.09 0.57 1.04 0.005
N 0.73 0.31 1.19 0.077
H -1.48 1.72 0.51 0.124
H -2.00 -0.03 0.04 0.108
H -1.65 1.12 -1.26 0.121
H 0.44 -0.04 -2.10 0.186
H 2.48 -0.42 -1.84 0.101
H 2.28 -1.72 -0.55 0.170
H 0.22 0.71 2.04 0.176
```

Charge: +1
SMILES: CC1=[NH+]CN=NN1
Multiplicity: 1
Kohn-Sham gap in eV: 9.79
HOMO in Eh: -0.5318



Unit: hartree. Relative energies: model one 0.0000; model two 0.0152.